(1)
C49H109BrN6O3 | wB97M-V/def2-TZVPD

Element x y z (Å)
O 0.348 -0.967 1.636
C 0.169 -0.530 0.369
O -0.869 0.033 0.128
O 1.022 -0.607 -0.489
H -0.353 -0.538 2.133
C 2.660 -2.704 5.177
C 3.426 -1.864 4.131
C 2.826 -0.505 3.799
N 3.566 0.344 2.768
C 3.914 -0.429 1.473
C 4.892 0.951 3.444
C 4.618 2.488 3.681
C 3.100 2.602 3.451
C 2.670 1.559 2.416
H 1.718 -3.097 4.795
H 2.494 -2.252 6.155
H 3.200 -3.611 5.449
H 3.691 -2.516 3.298
H 4.333 -1.677 4.707
H 2.913 0.126 4.684
H 1.784 -0.710 3.557
H 2.982 -0.604 0.936
H 4.393 -1.376 1.722
H 4.580 0.220 0.904
H 5.668 0.820 2.690
H 5.118 0.345 4.322
H 5.112 3.108 2.933
H 4.927 2.771 4.687
H 2.872 3.604 3.087
H 2.499 2.506 4.356
H 2.891 1.970 1.431
H 1.588 1.450 2.343
C -3.433 -6.734 -0.052
C -3.817 -5.478 0.632
C -3.575 -4.159 -0.212
N -3.681 -2.791 0.482
C -3.403 -1.801 -0.693
C -5.012 -2.676 1.211
C -4.792 -1.517 2.110
C -3.387 -1.725 2.666
C -2.678 -2.572 1.636
H -3.681 -7.577 0.592
H -2.396 -6.925 -0.326
H -3.946 -6.940 -0.992
H -3.356 -5.287 1.600
H -4.896 -5.584 0.749
H -4.192 -4.016 -1.099
H -2.534 -4.340 -0.479
H -3.406 -0.793 -0.278
H -4.026 -1.973 -1.571
H -2.396 -2.054 -1.026
H -5.754 -2.542 0.424
H -5.204 -3.531 1.857
H -4.924 -0.551 1.622
H -5.478 -1.583 2.955
H -2.926 -0.739 2.601
H -3.425 -1.991 3.723
H -1.837 -2.035 1.198
H -2.311 -3.439 2.186
C -3.652 2.097 1.523
C -2.447 2.874 2.034
C -2.824 4.289 2.413
N -1.676 5.316 2.640
C -0.624 5.278 1.485
C -0.899 5.127 3.999
C -1.721 5.856 5.059
C -2.014 7.167 4.298
C -2.275 6.746 2.835
H -4.382 1.763 2.261
H -3.311 1.271 0.898
H -4.138 2.736 0.785
H -1.767 2.821 1.183
H -1.867 2.308 2.763
H -3.430 4.338 3.318
H -3.437 4.762 1.647
H 0.036 6.134 1.627
H -1.112 5.327 0.512
H -0.022 4.380 1.628
H 0.050 5.652 3.888
H -0.517 4.110 4.092
H -1.053 6.149 5.869
H -2.649 5.456 5.469
H -1.177 7.866 4.289
H -2.962 7.475 4.737
H -1.900 7.471 2.112
H -3.365 6.759 2.825
C 2.612 4.143 -0.538
C 2.680 2.776 -1.241
C 3.138 2.846 -2.712
N 2.985 1.417 -3.377
C 1.541 0.989 -3.550
C 3.800 0.300 -2.661
C 4.343 -0.561 -3.759
C 4.116 0.123 -5.135
C 3.604 1.491 -4.844
H 2.151 4.234 0.445
H 2.066 4.840 -1.173
H 3.626 4.508 -0.373
H 1.669 2.385 -1.118
H 3.228 2.047 -0.644
H 4.162 3.216 -2.766
H 2.536 3.605 -3.213
H 1.555 0.074 -4.142
H 1.043 1.710 -4.198
H 0.977 0.787 -2.639
H 3.269 -0.309 -1.930
H 4.674 0.820 -2.270
H 4.060 -1.607 -3.643
H 5.421 -0.512 -3.609
H 3.346 -0.363 -5.735
H 5.000 0.167 -5.772
H 2.795 1.924 -5.432
H 4.355 2.279 -4.903
C 1.286 -8.263 -2.640
C 0.783 -6.843 -2.357
C 1.614 -6.203 -1.264
N 1.344 -4.598 -1.057
C 0.974 -3.849 -2.436
C 0.233 -4.367 -0.048
C 0.932 -4.511 1.275
C 2.340 -4.135 1.126
C 2.511 -3.927 -0.355
H 1.180 -8.971 -1.818
H 2.367 -8.355 -2.738
H 1.017 -8.581 -3.647
H -0.280 -6.935 -2.136
H 0.759 -6.369 -3.338
H 2.665 -6.194 -1.553
H 1.415 -6.726 -0.329
H 0.040 -4.288 -2.787
H 1.884 -3.999 -3.017
H 0.950 -2.775 -2.251
H -0.240 -3.428 -0.335
H -0.429 -5.226 -0.150
H 0.435 -3.796 1.932
H 0.865 -5.529 1.660
H 2.370 -3.191 1.671
H 3.057 -4.884 1.462
H 2.454 -2.861 -0.574
H 3.389 -4.471 -0.702
C -2.328 -1.262 -3.947
C -2.815 0.192 -3.921
C -2.203 1.045 -2.807
N -2.355 2.546 -2.973
C -3.817 2.935 -2.642
C -2.060 3.019 -4.443
C -1.689 4.449 -4.246
C -0.829 4.470 -2.982
C -1.411 3.338 -2.085
H -1.285 -1.358 -3.647
H -2.335 -1.590 -4.986
H -2.733 -2.044 -3.304
H -3.889 0.299 -4.070
H -2.397 0.583 -4.849
H -1.123 0.930 -2.900
H -2.439 0.723 -1.793
H -4.511 2.490 -3.356
H -3.823 4.008 -2.832
H -3.968 2.773 -1.575
H -2.958 2.943 -5.057
H -1.276 2.494 -4.989
H -2.392 5.282 -4.250
H -1.033 4.537 -5.112
H -0.862 5.474 -2.560
H 0.237 4.324 -3.156
H -2.041 3.772 -1.309
H -0.654 2.680 -1.659
Br -0.829 -0.193 4.917

Computed properties:
**LUMO level (spin up / spin down)**: -9.491 / -13.747 eV
**M**: 910.35 u
**HOMO (spin up / spin down)**: -19.4 / -19.4 eV
**Multiplicity**: 2
**Charge**: +5
**HOMO-LUMO gap (spin up / spin down)**: 0.3637 / 0.2073 hartree



(2)
C49H111N5O9 | wB97M-V/def2-TZVPD

Element x y z (Å)
C -0.724 4.347 -4.377
O -0.161 5.396 -3.599
H -0.544 3.385 -3.897
H -1.805 4.466 -4.451
H -0.339 4.407 -5.395
H 0.786 5.242 -3.560
C -1.946 7.723 1.610
O -1.739 6.332 1.565
H -1.530 8.341 0.815
H -2.976 8.069 1.693
H -1.477 8.033 2.544
H -0.817 6.117 1.725
C -5.674 5.426 -0.182
O -4.379 4.807 -0.079
H -6.365 4.601 -0.004
H -5.870 6.256 0.497
H -5.745 5.848 -1.184
H -3.987 5.175 0.716
C 3.412 6.145 -3.280
O 2.566 5.023 -3.136
H 2.728 6.941 -3.575
H 3.684 6.441 -2.267
H 4.312 6.121 -3.895
H 3.043 4.382 -2.604
C 4.474 -5.436 -0.735
C 5.597 -4.959 0.273
C 7.006 -5.274 -0.204
C 7.291 -4.336 -1.385
C 7.168 -2.761 -0.962
C 5.700 -2.329 -0.347
N 5.399 -3.434 0.599
O 4.179 -3.192 1.247
C 5.717 -0.897 0.215
C 4.655 -2.264 -1.603
C 5.340 -5.772 1.625
H 3.506 -5.054 -0.412
H 4.385 -6.515 -0.859
H 4.599 -5.170 -1.784
H 7.660 -5.192 0.664
H 6.967 -6.270 -0.643
H 6.559 -4.511 -2.173
H 8.206 -4.634 -1.897
H 7.342 -2.117 -1.824
H 8.031 -2.586 -0.320
H 4.787 -0.746 0.763
H 6.447 -0.673 0.993
H 5.806 -0.071 -0.492
H 3.964 -1.421 -1.585
H 5.160 -2.128 -2.560
H 4.068 -3.169 -1.762
H 5.785 -6.764 1.541
H 4.297 -5.772 1.939
H 5.993 -5.369 2.399
H 4.562 -3.122 2.125
C 0.537 -3.165 1.581
C -0.253 -4.102 2.563
C -1.256 -3.247 3.327
C -2.672 -3.087 2.634
C -3.317 -4.435 2.335
C -2.347 -5.199 1.326
N -0.992 -5.211 1.879
O -0.085 -6.089 1.317
C -2.804 -6.582 1.308
C -2.311 -4.573 -0.141
C 0.667 -4.744 3.628
H 1.389 -3.662 1.116
H 0.859 -2.350 2.229
H 0.022 -2.655 0.767
H -1.339 -3.377 4.406
H -0.850 -2.239 3.412
H -2.547 -2.545 1.696
H -3.266 -2.385 3.218
H -4.286 -4.275 1.863
H -3.612 -4.964 3.241
H -3.675 -6.735 0.671
H -2.075 -7.271 0.882
H -3.059 -7.077 2.245
H -1.417 -4.863 -0.692
H -3.077 -5.028 -0.769
H -2.189 -3.513 -0.364
H 1.472 -5.196 3.048
H 0.116 -5.427 4.276
H 1.068 -3.887 4.170
H 0.485 -5.544 0.770
C -2.414 -1.837 -7.830
C -1.053 -1.098 -8.290
C -1.518 0.257 -9.006
C -1.740 1.411 -8.043
C -0.425 1.601 -7.241
C -0.107 0.362 -6.375
N -0.078 -0.855 -7.196
O 0.288 -1.968 -6.512
C 1.343 0.578 -5.872
C -1.165 0.198 -5.234
C -0.255 -1.866 -9.407
H -2.049 -2.671 -7.231
H -3.097 -2.258 -8.567
H -3.029 -1.189 -7.205
H -0.922 0.622 -9.843
H -2.453 0.058 -9.529
H -2.567 1.324 -7.338
H -2.022 2.241 -8.690
H -0.402 2.523 -6.660
H 0.278 1.793 -8.051
H 1.986 0.960 -6.666
H 1.317 1.292 -5.049
H 1.797 -0.289 -5.393
H -1.410 1.144 -4.752
H -2.122 0.015 -5.723
H -1.050 -0.483 -4.391
H 0.212 -2.700 -8.883
H 0.575 -1.224 -9.702
H -0.926 -2.234 -10.184
H -0.151 -1.814 -5.672
C -0.371 1.646 7.589
C -0.996 2.185 6.290
C -1.573 1.018 5.503
C -2.933 0.560 5.956
C -3.844 1.694 5.900
C -3.445 2.880 6.850
N -1.999 3.286 6.543
O -1.481 4.299 7.264
C -4.409 4.013 6.468
C -3.644 2.451 8.342
C 0.161 2.668 5.405
H -1.185 1.209 8.167
H 0.348 0.835 7.473
H 0.149 2.462 8.090
H -1.546 1.196 4.428
H -0.949 0.134 5.640
H -3.311 -0.158 5.228
H -2.789 -0.078 6.828
H -4.797 1.262 6.206
H -4.202 2.024 4.925
H -4.357 4.881 7.124
H -5.427 3.634 6.560
H -4.219 4.694 5.638
H -3.139 1.505 8.536
H -4.698 2.307 8.581
H -3.274 3.179 9.064
H 0.742 1.846 4.986
H -0.158 3.270 4.554
H 0.832 3.329 5.953
H -1.230 4.879 6.542
C -2.479 1.941 1.921
C -1.440 1.186 1.080
C -2.105 0.679 -0.194
C -1.158 0.287 -1.348
C -0.220 1.473 -1.540
C 0.646 2.002 -0.308
N -0.272 2.080 0.889
O 0.422 2.484 2.027
C 1.771 1.022 -0.126
C 1.184 3.400 -0.661
C -0.906 -0.013 1.935
H -3.029 2.642 1.293
H -2.002 2.736 2.494
H -3.208 1.401 2.525
H -2.715 -0.186 0.065
H -2.867 1.301 -0.665
H -1.632 0.129 -2.317
H -0.609 -0.620 -1.098
H -0.877 2.271 -1.884
H 0.451 1.368 -2.392
H 1.528 0.020 0.227
H 2.143 0.753 -1.114
H 2.623 1.329 0.481
H 1.413 3.503 -1.721
H 0.340 4.073 -0.513
H 2.013 3.890 -0.149
H -1.719 -0.595 2.370
H -0.314 0.203 2.824
H -0.514 -0.828 1.325
H 0.151 3.405 2.018

Computed properties:
**SMILES**: CC1(C)CCCC(C)(C)N1O.CC1(C)CCCC(C)(C)N1O.CC1(C)CCCC(C)(C)N1O.CC1(C)CCCC(C)(C)N1O.CC1(C)CCCC(C)(C)N1O.CO.CO.CO.CO
**LUMO level**: 0.221 eV
**M**: 914.45 u
**HOMO**: -7.7 eV
**ΔE to the lowest compared entry with this formula, charge and spin**: 637.58 kJ/mol
**HOMO-LUMO gap**: 0.2907 hartree



| no. | E (eV) |
| --- | --- |
| 1 | -137654.774 |
| 2 | -78477.379 |